A cluster of 5 separate species, C40H82N4O6 in total in a non-equilibrium geometry. Source: the Open Molecules 2025 dataset; level of theory: ωB97M-V/def2-TZVPD.

Properties
LUMO energy	0.019	Ha
spin multiplicity	1
largest force on an atom	0.07711	Eh/bohr
energy relative to the best compared isomer or geometry (same formula, charge and spin)	0.00	kcal per mole
E_HOMO	-8.02	eV
orbital gap	8.54	eV
SMILES	CC1(C)CCCC(C)(C)N1O.CC1(C)CCCC(C)(C)N1O.CC1(C)CCCC(C)(C)N1O.CC1(C)CCCC(C)(C)N1O.O=C1CCCO1

Atoms and positions in Å:
C 8.46 2.16 2.04
C 8.00 0.72 2.32
C 9.19 -0.24 2.32
C 7.50 0.71 3.79
C 6.11 1.29 4.02
C 5.17 0.58 3.03
C 5.53 0.58 1.49
C 4.67 -0.57 0.99
C 5.07 1.94 0.94
N 6.94 0.29 1.43
O 7.42 0.27 0.10
H 9.12 2.12 1.16
H 7.67 2.84 1.73
H 8.95 2.67 2.86
H 8.91 -1.14 2.86
H 9.59 -0.36 1.31
H 10.00 0.14 2.95
H 7.47 -0.32 4.16
H 8.15 1.26 4.48
H 5.89 1.23 5.08
H 6.09 2.35 3.76
H 4.16 1.00 3.14
H 5.08 -0.45 3.38
H 3.66 -0.74 1.35
H 5.32 -1.44 1.08
H 4.55 -0.50 -0.11
H 4.01 2.07 1.14
H 5.25 1.88 -0.13
H 5.55 2.82 1.37
H 7.52 -0.66 -0.12
C -5.74 0.53 1.25
C -6.70 1.52 1.94
C -7.76 0.65 2.64
C -5.95 2.32 3.02
C -5.05 3.36 2.36
C -5.86 4.28 1.46
C -6.63 3.55 0.32
C -7.75 4.53 -0.10
C -5.76 3.17 -0.88
N -7.33 2.44 0.99
O -8.22 1.75 0.13
H -6.20 0.08 0.37
H -4.88 1.09 0.88
H -5.41 -0.27 1.92
H -7.34 -0.04 3.37
H -8.48 1.20 3.24
H -8.27 0.01 1.92
H -6.81 2.83 3.48
H -5.43 1.75 3.78
H -4.54 3.96 3.11
H -4.34 2.84 1.70
H -5.21 4.98 0.92
H -6.51 4.88 2.10
H -8.15 4.18 -1.06
H -7.32 5.53 -0.20
H -8.60 4.54 0.58
H -5.04 2.40 -0.58
H -5.10 4.02 -1.10
H -6.31 2.86 -1.77
H -8.99 1.63 0.70
C -0.97 3.49 1.36
C -0.29 2.23 0.80
C 1.11 2.63 0.31
C -0.07 1.24 1.99
C 0.12 -0.20 1.64
C -1.04 -0.64 0.73
C -1.09 0.17 -0.51
C 0.02 -0.24 -1.51
C -2.46 -0.17 -1.18
N -1.11 1.61 -0.23
O -1.36 2.45 -1.33
H -0.32 3.93 2.11
H -0.98 4.17 0.49
H -2.02 3.45 1.68
H 1.79 2.76 1.15
H 1.54 1.80 -0.25
H 1.28 3.45 -0.39
H 0.85 1.51 2.53
H -0.85 1.38 2.74
H 1.11 -0.39 1.21
H 0.11 -0.80 2.56
H -1.95 -0.47 1.32
H -0.87 -1.70 0.53
H -0.10 -1.32 -1.61
H 1.06 -0.03 -1.25
H -0.20 0.35 -2.41
H -2.70 -1.21 -0.97
H -2.36 0.01 -2.25
H -3.23 0.50 -0.82
H -2.14 2.95 -1.06
C 0.84 -6.92 -3.81
C -0.17 -6.01 -3.10
C -1.11 -5.38 -4.16
C -1.14 -6.90 -2.29
C -0.48 -7.47 -1.01
C 0.16 -6.37 -0.18
C 0.98 -5.33 -0.97
C 1.11 -4.09 -0.08
C 2.38 -5.85 -1.25
N 0.26 -4.94 -2.19
O 0.91 -3.91 -2.90
H 1.75 -6.33 -3.99
H 1.13 -7.77 -3.20
H 0.55 -7.23 -4.81
H -0.77 -4.42 -4.57
H -1.27 -6.00 -5.04
H -2.12 -5.22 -3.78
H -1.98 -6.33 -1.89
H -1.65 -7.69 -2.85
H -1.23 -7.96 -0.39
H 0.25 -8.25 -1.21
H 0.92 -6.81 0.47
H -0.56 -5.92 0.50
H 1.63 -4.33 0.85
H 0.10 -3.69 0.10
H 1.54 -3.15 -0.44
H 2.47 -6.79 -1.80
H 2.89 -6.14 -0.32
H 3.04 -5.10 -1.69
H 0.32 -3.15 -2.80
O 2.26 2.81 -2.87
C 1.29 3.03 -3.52
C 0.83 4.43 -3.98
C -0.65 4.24 -4.12
C -0.79 2.75 -4.45
O 0.38 2.14 -3.97
H 1.17 5.07 -3.17
H 1.27 4.67 -4.94
H -1.22 4.62 -3.27
H -1.00 4.77 -5.00
H -1.71 2.26 -4.11
H -0.84 2.60 -5.54